1.
Below is a molecular structure, C30H29F5IN2O7STi at a distorted geometry, with properties calculated with wB97M-V/def2-TZVPD.

The value obtained for the largest force on an atom is 2.02 eV/Å. The value obtained for the energy relative to the best compared isomer or geometry (same formula, charge and spin) is 0.000 eV. The total energy comes out at -3841.59494 a.u. As for the spin multiplicity: 2. As for the expectation value of S²: 0.75.

XYZ file:
```
76
Properties=species:S:1:pos:R:3:lowdin_spin:R:1
Ti -0.0223 0.1980 0.7783 0.939
C -3.0182 1.7413 0.2422 0.003
O -1.9021 1.1705 -0.4564 0.008
C -1.6167 1.8631 -1.6579 0.000
C -0.6357 1.0649 -2.4899 0.000
O 0.4012 0.5288 -1.6715 0.003
C 1.4171 -0.1320 -2.4451 0.001
C 1.2434 -1.6177 -2.6374 0.000
O 1.1045 -2.2428 -1.3919 0.001
C 1.0809 -3.6512 -1.4831 0.000
H -2.8184 2.7811 0.4947 0.000
H -3.1596 1.1676 1.1530 0.001
H -3.9115 1.6607 -0.3798 0.000
H -2.5376 1.9774 -2.2372 0.000
H -1.2313 2.8601 -1.4357 0.000
H -1.1493 0.2617 -3.0227 0.000
H -0.1979 1.7427 -3.2287 0.000
H 1.4569 0.3452 -3.4280 0.000
H 2.3504 0.0459 -1.9198 0.000
H 0.3897 -1.8556 -3.2927 0.000
H 2.1535 -1.9709 -3.1416 0.000
H 2.0499 -4.0367 -1.8179 0.000
H 0.8630 -4.0350 -0.4882 0.000
H 0.3041 -3.9935 -2.1742 0.000
C 1.7254 2.0093 3.4793 0.002
C 0.5508 1.1336 3.7288 0.014
N -0.2217 0.4941 2.8615 0.007
C -1.2336 -0.1164 3.6017 0.005
C -1.0630 0.1620 4.9111 0.000
N 0.0707 0.9461 4.9709 0.007
H 2.3682 1.5779 2.7170 0.000
H 2.2962 2.1354 4.3999 0.000
H 1.3925 2.9928 3.1421 0.001
H -1.9990 -0.7086 3.1281 0.000
H -1.6192 -0.1316 5.7840 0.000
H 0.4726 1.3476 5.7992 0.000
I 2.2860 7.4822 -3.2709 0.000
C 1.6099 6.0535 -1.9108 0.000
C 2.2435 4.8214 -1.8467 0.000
C 1.7749 3.8674 -0.9512 0.000
C 0.6952 4.1528 -0.1258 0.000
C 0.0805 5.3931 -0.1920 0.000
C 0.5317 6.3518 -1.0887 0.000
C 0.1489 3.1119 0.8095 0.000
O -0.7054 3.3865 1.6234 0.000
O 0.6595 1.9099 0.6485 -0.006
H 3.0895 4.6065 -2.4851 0.000
H 2.2442 2.8941 -0.8880 0.000
H -0.7540 5.5975 0.4671 0.000
H 0.0500 7.3183 -1.1450 0.000
O -3.2539 -1.4373 1.6022 -0.001
C -2.5404 -1.5563 0.6326 -0.001
O -1.2788 -1.1509 0.6017 -0.007
C -3.0735 -2.1689 -0.6287 0.000
C -2.3641 -2.0964 -1.8189 0.000
C -2.9070 -2.6092 -2.9896 0.000
C -4.1584 -3.2115 -2.9632 0.000
C -4.8638 -3.2982 -1.7683 0.000
C -4.3257 -2.7713 -0.6041 0.000
H -1.3816 -1.6513 -1.7931 0.000
H -2.3542 -2.5494 -3.9208 0.000
H -4.5828 -3.6189 -3.8729 0.000
H -5.8371 -3.7735 -1.7475 0.000
H -4.8654 -2.8126 0.3326 0.000
F 3.9165 -5.9225 2.2115 0.001
C 3.5701 -4.6696 1.9059 0.003
C 2.2774 -4.2306 2.1005 0.000
F 1.3585 -5.0667 2.5956 0.000
C 1.9358 -2.9286 1.7809 0.003
F 0.6564 -2.5708 1.9934 0.002
C 2.8411 -2.0116 1.2626 0.001
S 2.4551 -0.3578 0.8336 0.012
C 4.1313 -2.4988 1.0750 0.003
F 5.0794 -1.7008 0.5657 0.000
C 4.4998 -3.7931 1.3885 0.000
F 5.7572 -4.2059 1.1887 0.000
```

***

2.
Below is a molecular structure, C30H29F5N7O3SV at a distorted geometry, with properties calculated with wB97M-V/def2-TZVPD.

The value obtained for the largest force on an atom is 3.59 eV/Å. The value obtained for the energy relative to the best compared isomer or geometry (same formula, charge and spin) is 5.419 eV. The charge is -1. The total energy comes out at -3611.16029 a.u. As for the spin multiplicity: 4. As for the expectation value of S²: 3.77.

XYZ file:
```
76
Properties=species:S:1:pos:R:3:lowdin_spin:R:1
V -0.3476 1.1721 -0.2263 1.616
C -0.8605 0.7946 6.4141 0.000
C -1.2480 -0.0666 5.2111 0.000
N -2.0549 0.6866 4.2712 0.001
C -1.5026 1.3807 3.2234 0.002
S -2.2256 2.8865 2.8440 0.005
N -0.3998 0.8870 2.7103 0.010
N 0.1930 1.4213 1.6200 0.018
C 1.3596 1.9949 1.8177 0.064
C 1.9813 1.9968 3.1766 0.010
C 1.8076 2.7262 0.6866 0.043
C 2.9318 3.5639 0.6269 0.007
C 3.1069 4.3933 -0.4522 0.033
C 2.1380 4.3968 -1.4653 0.015
C 1.0956 3.5059 -1.3887 0.025
N 0.9392 2.6537 -0.3695 0.028
H -0.2085 0.2524 7.1026 0.000
H -0.3426 1.6927 6.0747 0.000
H -1.7575 1.1071 6.9518 0.000
H -0.3633 -0.4032 4.6733 0.000
H -1.8101 -0.9465 5.5404 0.000
H -2.8690 1.1391 4.6499 0.000
H 1.4499 2.6916 3.8308 0.004
H 1.8832 0.9999 3.6064 0.002
H 3.0327 2.2779 3.1436 0.000
H 3.6414 3.5553 1.4422 0.000
H 3.9655 5.0484 -0.5143 0.002
H 2.2190 5.0754 -2.3017 0.000
H 0.3436 3.4696 -2.1680 0.001
C 2.4649 0.4509 -2.4906 0.003
C 1.1428 -0.2596 -2.1218 0.005
O 0.8445 0.0678 -0.8007 0.036
N 0.1226 -2.6476 -2.5437 0.010
C -0.8972 -2.6648 -1.4920 0.015
C -0.3629 -3.2768 -0.2129 0.011
C -0.2555 -4.6645 -0.1172 0.003
C 0.2777 -5.2240 1.0296 0.000
C 0.7033 -4.3840 2.0485 0.003
C 0.5516 -3.0187 1.8686 0.000
N 0.0300 -2.4788 0.7746 0.013
H 2.4735 1.4348 -2.0236 0.000
H 2.5672 0.5577 -3.5676 0.000
H 3.3048 -0.1275 -2.0999 0.000
H -0.3208 -2.3826 -3.4175 0.000
H -1.7004 -3.3058 -1.8643 0.000
H -1.3090 -1.6733 -1.2885 0.011
H -0.5925 -5.2864 -0.9361 0.000
H 0.3508 -6.3000 1.1281 0.000
H 1.1277 -4.7820 2.9605 0.000
H 0.8468 -2.3175 2.6432 0.000
O -3.3422 3.3138 -1.6499 0.015
C -2.3996 2.5621 -1.5050 0.007
O -1.7131 2.3541 -0.4163 0.017
C -1.8140 1.7523 -2.6290 0.008
C -2.1684 1.6491 -3.9734 -0.001
C -1.4211 0.8368 -4.7948 0.009
C -0.2850 0.0996 -4.3268 0.001
C 0.4732 -0.6960 -5.1968 -0.001
C 1.5871 -1.5346 -4.9081 0.000
C 2.0545 -1.9903 -3.7217 -0.001
C 1.3337 -1.8125 -2.4176 0.000
C -0.0004 0.3034 -2.9453 0.017
N -0.7629 1.0659 -2.1790 -0.006
H -3.0238 2.2015 -4.3384 0.000
H -1.6899 0.7422 -5.8406 0.001
H 0.1863 -0.6437 -6.2425 0.000
H 2.1315 -1.8667 -5.7895 0.000
H 2.9486 -2.6013 -3.7127 0.000
H 1.9212 -2.2173 -1.5868 0.000
F -2.3050 -0.2324 0.4631 0.119
C -2.8248 -1.4739 0.5215 0.582
F -3.9796 -1.3748 -0.0951 0.130
C -3.0453 -1.9687 1.9360 0.069
F -4.0667 -1.4271 2.5894 0.029
F -3.3046 -3.2951 1.8794 0.006
F -1.9579 -1.8174 2.6712 0.003
```